Computed, not measured: a cluster of 11 separate species, C65H80N10O21 in total at a distorted geometry, with wB97M-V/def2-TZVPD.

E_HOMO	-7.5	eV
calculated total energy	-126573.8602	eV
HOMO-LUMO gap	6.66	eV
ΔE to the lowest compared entry with this formula, charge and spin	21.7	kcal/mol

Last column: Löwdin charge in e.
Positions of all 176 atoms, in Å:
C1 17.138468 13.353584 19.918182  -0.075
C2 16.173272 14.303465 19.330724  -0.161
N1 14.692694 13.817462 19.462498  -0.198
C3 14.386452 13.115060 20.764918  0.025
C4 13.718955 15.039150 19.197519  -0.117
C5 13.694407 16.025483 20.319821  -0.061
C6 14.478967 12.927494 18.287173  -0.145
C7 13.216797 12.109289 18.227692  -0.210
O1 13.414489 10.890863 18.889568  -0.189
C8 12.237133 10.097156 18.829298  -0.086
H1 16.830515 12.420853 19.456646  0.071
H2 17.096941 13.166767 20.980867  0.079
H3 18.154479 13.593702 19.549171  0.100
H4 16.364053 14.335971 18.189003  0.143
H5 16.323298 15.280741 19.821228  0.117
H6 13.390226 12.728682 20.606793  0.091
H7 14.418887 13.726920 21.718850  0.125
H8 15.107804 12.287950 20.894469  0.105
H9 12.724881 14.566896 19.162264  0.106
H10 13.977430 15.432154 18.176811  0.113
H11 12.927082 16.724298 20.156089  0.056
H12 14.613390 16.631514 20.524113  0.100
H13 13.475870 15.603875 21.279403  0.063
H14 15.256155 12.171809 18.161822  0.119
H15 14.561986 13.507013 17.419003  0.074
H16 13.072989 11.900032 17.109667  0.146
H17 12.453210 12.697894 18.769679  0.121
H18 11.390237 10.539897 19.241494  0.063
H19 12.567925 9.234224 19.403171  0.097
H20 11.918077 9.806272 17.794286  0.104
C9 18.227931 17.734317 11.190105  -0.064
C10 17.354975 16.523890 11.403120  -0.141
N2 18.104732 15.228413 11.814843  -0.240
C11 17.156979 14.073423 11.804215  0.018
C12 19.326320 15.065066 10.962987  -0.165
C13 19.039126 14.816574 9.467914  -0.039
C14 18.647593 15.511475 13.294968  -0.049
C15 19.665356 14.542641 13.843101  -0.179
O2 21.005411 14.830666 13.435637  -0.181
C16 21.970290 13.899810 13.864544  -0.099
H21 19.085950 17.690777 10.456035  0.102
H22 18.734523 18.137588 12.085301  0.072
H23 17.566006 18.561804 10.911188  0.091
H24 16.772319 16.281036 10.551674  0.103
H25 16.667232 16.673913 12.270593  0.120
H26 16.877953 13.926366 10.749312  0.101
H27 16.324931 14.451452 12.384760  0.073
H28 17.680347 13.288643 12.359338  0.082
H29 19.767018 14.147673 11.330990  0.126
H30 19.878481 15.879861 11.194223  0.081
H31 18.523227 15.682810 9.037672  0.072
H32 18.407973 13.941406 9.253443  0.080
H33 20.010972 14.757177 8.963628  0.088
H34 17.662118 15.332967 13.844878  0.107
H35 18.855761 16.535081 13.197024  0.085
H36 19.377883 13.493114 13.564050  0.137
H37 19.459988 14.654438 14.938590  0.118
H38 23.026431 14.197367 13.736828  0.102
H39 21.757485 12.921546 13.339333  0.112
H40 21.964299 13.735624 14.876134  0.029
C17 15.742427 15.069547 15.305045  -0.912
O3 16.869202 14.648690 15.643231  -0.094
O4 15.599393 15.363613 14.095885  -0.103
O5 14.675329 15.194028 16.116379  -0.179
C18 16.706905 18.405492 14.528679  -0.058
C19 17.615259 17.737809 15.262797  -0.070
C20 18.877012 18.314446 15.559805  0.022
C21 19.155564 19.516538 14.977977  -0.136
C22 18.210829 20.289990 14.197607  -0.001
C23 16.995100 19.727509 14.010577  -0.051
N3 20.403825 20.107154 15.422676  -0.331
O6 21.234665 19.395733 15.963011  0.070
O7 20.528854 21.315478 15.182915  0.066
H41 15.765405 17.919424 14.263773  0.083
H42 17.451205 16.717483 15.658729  0.096
H43 19.700123 17.935055 16.144098  0.090
H44 18.550539 21.239099 13.807566  0.114
H45 16.250016 20.198036 13.399223  0.102
C24 12.437186 18.743296 14.467805  -0.010
C25 12.022399 19.634529 13.413942  -0.050
C26 12.447506 19.378975 12.141441  -0.015
C27 13.124943 18.163701 11.824188  -0.118
C28 13.596338 17.331767 12.835580  -0.014
C29 13.217463 17.645568 14.126746  -0.091
N4 13.291682 17.726114 10.441205  -0.355
O8 13.899276 16.649231 10.307890  0.007
O9 12.882072 18.355762 9.543319  0.129
H46 12.114785 18.951406 15.496340  0.097
H47 11.442855 20.502368 13.565645  0.092
H48 12.292453 20.120005 11.332090  0.127
H49 14.114307 16.419247 12.670995  0.080
H50 13.689507 17.072641 14.911670  0.065
C30 12.749581 11.472859 14.135980  -0.070
C31 12.775355 10.500975 13.134312  -0.028
C32 13.956926 10.251578 12.444934  -0.029
C33 15.110561 10.900735 12.798008  -0.151
C34 15.090560 11.947969 13.723717  0.020
C35 13.876498 12.189883 14.392861  -0.076
N5 16.305644 10.560074 12.026381  -0.319
O10 17.402257 11.042374 12.354923  0.043
O11 16.182050 9.781930 11.119330  0.090
H51 11.840128 11.640251 14.699474  0.112
H52 11.909779 10.010056 12.796304  0.098
H53 14.003748 9.504997 11.669288  0.112
H54 16.016112 12.356549 14.002020  0.088
H55 13.942453 12.980336 15.170255  0.103
C36 18.449916 16.643230 18.334631  -0.086
C37 18.980992 17.839888 18.867258  -0.042
C38 20.356132 18.002292 18.802452  -0.026
C39 21.123171 17.060153 18.153302  -0.160
C40 20.593243 15.990897 17.494436  -0.001
C41 19.216513 15.704092 17.668399  -0.067
N6 22.620834 17.353664 18.044042  -0.341
O12 23.257140 16.918303 17.123313  0.097
O13 23.050057 17.819926 19.084978  0.072
H56 17.422843 16.440519 18.423083  0.065
H57 18.463509 18.542398 19.493327  0.103
H58 20.865494 18.848723 19.202665  0.118
H59 21.213624 15.206605 16.924722  0.145
H60 18.735548 14.869566 17.217724  0.071
C42 11.072798 14.365524 12.624463  -0.030
C43 9.751327 14.154938 13.091069  -0.062
C44 9.429984 14.376400 14.405434  -0.016
C45 10.442090 14.740789 15.291666  -0.127
C46 11.742598 14.834308 14.932170  -0.030
C47 12.001488 14.615761 13.603282  -0.108
N7 10.038648 15.024576 16.730110  -0.361
O14 10.945776 15.237129 17.466376  0.066
O15 8.884490 15.035889 17.038950  0.096
H61 11.378591 14.342974 11.543504  0.129
H62 8.947734 13.955971 12.402744  0.102
H63 8.482473 14.319634 14.922577  0.114
H64 12.558828 15.111659 15.634545  0.107
H65 13.041476 14.810255 13.441699  0.086
C48 14.005411 13.685231 8.965079  -0.077
C49 13.989789 12.615273 9.787892  -0.056
C50 13.825369 11.321853 9.260548  0.019
C51 13.552313 11.192982 7.931517  -0.150
C52 13.552321 12.288807 7.115778  -0.021
C53 13.797320 13.517955 7.606693  -0.067
N8 13.293620 9.838538 7.435640  -0.346
O16 13.459181 9.644571 6.243607  0.084
O17 12.915220 8.999257 8.228926  0.080
H66 14.131820 14.739028 9.344823  0.099
H67 14.204506 12.853570 10.790418  0.086
H68 13.899363 10.445812 9.899273  0.088
H69 13.382891 12.251025 6.070268  0.117
H70 13.741610 14.389346 6.978662  0.114
C54 16.500005 9.365295 16.320203  -0.059
C55 17.634006 8.579644 16.469570  -0.039
C56 18.865775 9.298688 16.499293  0.000
C57 18.934695 10.658408 16.291674  -0.141
C58 17.786864 11.415019 16.183362  0.003
C59 16.579997 10.761851 16.274261  -0.073
N9 20.281843 11.302324 16.441750  -0.332
O18 21.247742 10.610268 16.528468  0.109
O19 20.196482 12.526472 16.560878  0.041
H71 15.527764 8.917932 16.230932  0.106
H72 17.511215 7.516139 16.539824  0.101
H73 19.842214 8.768680 16.732496  0.138
H74 17.933200 12.472161 16.002598  0.098
H75 15.650079 11.254035 16.290146  0.068
C60 14.515737 18.032495 17.188381  -0.062
C61 15.300438 18.800732 18.078452  -0.031
C62 14.664510 19.579801 19.052637  0.012
C63 13.267097 19.360839 19.145080  -0.147
C64 12.494157 18.597826 18.326956  -0.015
C65 13.168552 17.843317 17.353037  -0.098
N10 12.477953 20.283776 20.064665  -0.347
O20 13.053948 21.291516 20.368599  0.083
O21 11.367322 19.931687 20.475412  0.055
H76 15.012668 17.457508 16.436487  0.066
H77 16.362237 18.846665 17.862066  0.092
H78 15.249820 20.114565 19.826998  0.129
H79 11.499475 18.379628 18.600793  0.114
H80 12.572759 17.265497 16.678698  0.080

Atoms 1-2, force components in eV/Å:
C 0.4 -1.4 -0.8
C -0.5 1.0 -1.1